C5H12N2O2 | the ωB97M-V functional and the def2-TZVPD basis

Energy above the lowest of the compared OMol25 structures with the same formula, charge and spin (eV): 3.9721
Total energy (Eh): -457.3318
Charge: 0
Largest force on an atom (hartree/bohr): 0.1194
Multiplicity: 3
Kohn-Sham gap (alpha / beta) (eV): 4.54 / 5.92
LUMO level (alpha / beta) (hartree): 0.007 / -0.111

Last column: Mulliken charge in e.
CARTESIAN COORDINATES (ANGSTROEM)
C 1.925 0.386 0.572  -1.219
C 0.669 -1.720 0.503  -1.765
C 0.942 -0.609 -1.681  -1.228
C -1.211 1.941 0.692  -0.883
C 1.204 -0.710 -0.163  1.495
N -0.970 0.602 0.151  -0.062
N -2.043 -0.044 -0.028  0.539
O -3.164 0.405 -0.039  -0.683
O -2.032 -1.392 -0.346  -0.511
H 2.999 0.371 0.474  0.330
H 1.619 1.428 0.184  0.172
H 1.672 0.380 1.629  0.425
H 0.834 -1.874 1.510  0.356
H 0.031 -2.401 0.017  0.788
H -1.420 -1.757 0.300  0.352
H 0.615 -1.475 -2.257  0.317
H 0.330 0.328 -1.715  0.258
H 1.859 -0.412 -2.218  0.427
H -1.756 1.803 1.665  0.252
H -0.246 2.379 0.816  0.353
H -1.858 2.369 -0.066  0.286